Density functional theory data (ωB97M-V with the def2-TZVPD basis set) for C17H18AuBN8S2 as an isolated structure at a distorted geometry.

The geometry in XYZ format:
```
47
Properties=species:S:1:pos:R:3:lowdin_charge:R:1
Au 0.07 0.04 -0.12 1.0926
C -2.17 -1.77 -3.42 -0.0243
C -1.48 -0.68 -2.91 -0.1409
N -0.95 -1.01 -1.73 -0.0798
N -1.25 -2.29 -1.47 -0.0179
C -1.99 -2.77 -2.48 -0.0353
B -0.62 -3.10 -0.30 -0.4821
N -1.18 -2.59 1.05 -0.0466
C -1.83 -3.27 2.01 -0.0495
C -2.13 -2.39 3.03 -0.0443
C -1.61 -1.16 2.60 -0.1526
N -1.04 -1.31 1.40 -0.0621
N 0.91 -2.83 -0.38 -0.0165
C 1.90 -3.73 -0.51 -0.0341
C 3.09 -3.07 -0.74 -0.0254
C 2.74 -1.72 -0.74 -0.1380
N 1.43 -1.60 -0.52 -0.0892
H -2.71 -1.84 -4.35 0.1115
H -1.33 0.29 -3.35 0.1154
H -2.33 -3.80 -2.49 0.1372
H -0.84 -4.25 -0.44 0.1254
H -2.04 -4.32 1.92 0.1326
H -2.65 -2.59 3.95 0.1049
H -1.62 -0.20 3.09 0.0956
H 1.70 -4.79 -0.45 0.1375
H 4.06 -3.50 -0.90 0.1115
H 3.37 -0.86 -0.91 0.1180
C 3.04 -0.18 2.30 -0.0304
C 2.14 0.99 2.32 -0.5167
N 1.11 1.19 1.55 0.0112
C 0.43 2.34 1.89 -0.2749
C 1.01 3.06 2.93 -0.2405
S 2.38 2.27 3.49 1.2348
C -0.80 2.64 1.25 -0.2767
C -1.65 3.70 1.56 -0.2402
S -3.07 3.59 0.68 1.2377
C -2.49 2.14 -0.10 -0.5209
N -1.30 1.79 0.29 0.0039
C -3.34 1.42 -1.07 -0.0343
H 2.59 -1.01 1.76 0.0713
H 3.28 -0.49 3.32 0.1058
H 3.99 0.09 1.82 0.1166
H 0.68 3.99 3.36 0.1081
H -1.49 4.49 2.28 0.1078
H -4.36 1.80 -1.06 0.0952
H -3.36 0.35 -0.83 0.1028
H -2.95 1.52 -2.08 0.0954
```

⟨S²⟩	2.0271
net charge	+2
spin multiplicity	3
HOMO energy (alpha / beta)	-14.29 / -14.28	eV



Density functional theory data (ωB97M-V with the def2-TZVPD basis set) for a single C25H28N2O6 molecule.

The geometry in XYZ format:
```
61
Properties=species:S:1:pos:R:3:lowdin_charge:R:1
C -2.73 2.28 -4.19 -0.0308
H -3.58 1.62 -4.39 0.0959
H -2.24 2.58 -5.12 0.0934
H -3.09 3.16 -3.65 0.1041
O -1.75 1.61 -3.42 -0.0437
C -2.19 1.01 -2.31 -0.4537
O -3.34 0.93 -1.99 0.1426
C -1.03 0.39 -1.53 -0.1411
N 0.12 1.27 -1.58 0.0940
C 0.03 2.63 -1.34 -0.3661
O -0.99 3.21 -1.09 0.1464
C 1.42 3.20 -1.50 -0.1087
H 1.70 3.75 -0.59 0.1653
C 2.32 2.01 -1.84 -0.1098
C 1.39 0.82 -1.86 -0.3645
O 1.66 -0.33 -2.10 0.1220
H 3.14 1.83 -1.16 0.1662
C 2.83 2.36 -3.27 -0.2108
C 3.73 3.55 -3.08 -0.0389
C 2.96 4.59 -2.77 -0.0387
H 3.25 5.59 -2.52 0.1073
C 1.53 4.10 -2.76 -0.2118
H 0.75 4.86 -2.82 0.1478
C 1.59 3.04 -3.86 -0.0759
H 0.71 2.40 -3.92 0.1140
H 1.79 3.47 -4.84 0.1272
H 4.80 3.51 -3.13 0.1074
H 3.24 1.51 -3.80 0.1479
C -1.41 0.07 -0.08 -0.1135
C -2.14 -1.27 0.08 -0.1681
H -2.36 -1.39 1.14 0.0958
H -3.10 -1.21 -0.44 0.1122
C -1.39 -2.50 -0.43 -0.1566
H -1.40 -2.52 -1.52 0.1128
H -1.92 -3.39 -0.09 0.1104
C 0.07 -2.61 0.00 -0.1036
N 0.24 -2.68 1.44 0.0653
C -0.07 -3.81 2.17 -0.3796
O -0.56 -4.81 1.70 0.1269
C 0.31 -3.56 3.61 -0.1165
H 0.98 -4.35 3.96 0.1642
C 0.89 -2.14 3.62 -0.1157
C 0.82 -1.68 2.19 -0.3755
O 1.18 -0.62 1.75 0.1037
H 1.92 -2.07 3.98 0.1642
C -0.09 -1.37 4.55 -0.2122
C 0.13 -1.96 5.92 -0.0394
C -0.37 -3.19 5.92 -0.0390
H -0.35 -3.92 6.70 0.1076
C -0.94 -3.44 4.54 -0.2127
H -1.64 -4.26 4.44 0.1482
C -1.42 -2.03 4.19 -0.0764
H -2.24 -1.69 4.83 0.1286
H -1.71 -1.90 3.14 0.1035
H 0.66 -1.46 6.71 0.1075
H -0.01 -0.29 4.46 0.1478
H 0.67 -1.77 -0.36 0.1045
H 0.48 -3.54 -0.42 0.1375
H -0.49 0.07 0.51 0.0958
H -2.05 0.87 0.29 0.1289
H -0.72 -0.53 -2.06 0.1572
```

spin multiplicity	1
SMILES	COC(=O)[C@H](CCCCN1C(=O)[C@@H]2[C@H](C1=O)[C@H]1C=C[C@@H]2C1)N1C(=O)[C@@H]2[C@H](C1=O)[C@H]1C=C[C@@H]2C1
HOMO energy	-9.58	eV
ΔE to the lowest compared entry with this formula, charge and spin	7.6	kcal per mole



Density functional theory data (ωB97M-V with the def2-TZVPD basis set) for C28H42N5O3S2Zn as an isolated structure at a distorted geometry.

The geometry in XYZ format:
```
81
Properties=species:S:1:pos:R:3:lowdin_charge:R:1
Zn -0.42 -0.60 1.01 0.8029
C -0.79 -5.54 -1.68 -0.0230
N -0.53 -4.71 -0.51 -0.1124
C -0.36 -5.38 0.79 0.0018
C -0.54 -3.37 -0.52 -0.3870
O -0.33 -2.72 0.49 0.0165
C -0.80 -2.68 -1.86 -0.0916
O -0.69 -1.30 -1.68 -0.1300
C -1.77 -0.50 -2.17 -0.0602
C -2.47 0.14 -0.95 -0.3873
O -2.28 -0.26 0.21 -0.0116
N -3.29 1.14 -1.20 -0.0892
C -3.95 1.85 -0.08 0.0091
C -3.55 1.68 -2.54 0.0019
H -1.80 -5.41 -2.05 0.0981
H -0.12 -5.32 -2.52 0.1008
H -0.65 -6.57 -1.37 0.0921
H -1.32 -5.72 1.22 0.1065
H 0.23 -6.28 0.62 0.0943
H 0.17 -4.76 1.50 0.0825
H -0.16 -3.08 -2.62 0.1286
H -1.84 -2.94 -2.16 0.1490
H -1.41 0.28 -2.80 0.0903
H -2.48 -1.09 -2.76 0.1446
H -4.04 1.25 0.82 0.0864
H -3.37 2.75 0.17 0.0927
H -4.97 2.14 -0.40 0.1031
H -2.68 2.14 -2.97 0.0672
H -3.85 0.89 -3.20 0.0875
H -4.37 2.40 -2.48 0.1050
C -1.88 -2.13 3.32 -0.0672
C -0.41 -1.99 3.53 -0.6611
N 0.43 -1.42 2.70 -0.0141
C 1.74 -1.52 3.15 -0.2871
C 1.83 -2.17 4.36 -0.3093
S 0.28 -2.64 4.93 1.1332
C 2.90 -1.05 2.38 -0.2420
C 4.19 -1.33 2.67 -0.4017
S 5.31 -0.68 1.59 0.9697
C 4.00 -0.30 0.44 -0.5547
N 2.78 0.02 1.34 -0.1011
C 4.37 0.86 -0.47 -0.1950
H -2.16 -2.94 2.65 0.0850
H -2.27 -1.19 2.87 0.0840
H -2.41 -2.24 4.27 0.0829
H 2.73 -2.36 4.91 0.0776
H 4.51 -1.92 3.52 0.0796
H 5.07 0.48 -1.23 0.0702
H 4.86 1.75 0.00 0.0683
H 3.51 1.23 -1.04 0.0534
C 0.91 0.91 -4.19 -0.0302
C 0.50 1.65 -2.97 -0.2847
C -0.25 2.81 -3.09 -0.0363
C -0.76 3.47 -1.97 -0.2861
C -1.52 4.73 -2.13 -0.0429
C -0.57 2.90 -0.72 -0.0171
C 0.22 1.76 -0.53 -0.3059
C 0.77 1.16 -1.68 -0.0090
N 0.41 1.14 0.70 -0.0750
C 1.09 1.89 1.76 -0.5182
C 0.36 1.76 3.11 -0.0371
C 1.21 3.40 1.51 -0.0443
C 2.60 1.38 1.89 -0.0505
H 0.70 1.48 -5.07 0.0730
H 0.34 -0.01 -4.26 0.0766
H 1.96 0.65 -4.19 0.0882
H -0.39 3.25 -4.09 0.1334
H -2.41 4.58 -2.74 0.0784
H -0.95 5.49 -2.66 0.0866
H -1.80 5.19 -1.19 0.0790
H -1.03 3.41 0.15 0.1137
H 1.34 0.24 -1.55 0.1134
H -0.65 2.17 3.03 0.0850
H 0.86 2.30 3.90 0.0871
H 0.25 0.69 3.40 0.0596
H 0.26 3.90 1.68 0.0759
H 1.59 3.67 0.52 0.0952
H 1.90 3.79 2.28 0.1023
H 1.93 -0.15 0.74 0.1143
H 2.97 1.44 2.90 0.1342
H 3.22 2.04 1.30 0.1025
```

net charge	+1
spin multiplicity	1
HOMO energy	-8.09	eV
ΔE to the lowest compared entry with this formula, charge and spin	52.4	kcal per mole



Density functional theory data (ωB97M-V with the def2-TZVPD basis set) for a single C4H6O molecule at a distorted geometry.

The geometry in XYZ format:
```
11
Properties=species:S:1:pos:R:3:lowdin_charge:R:1
C -1.41 0.63 -0.32 -0.1052
O -0.10 0.41 0.14 -0.2639
C 1.02 -1.22 0.82 0.0564
C 1.90 -0.56 0.03 -0.0833
C 1.22 0.42 -0.53 -0.1472
H -1.82 -0.19 -0.94 0.0870
H -1.48 1.58 -0.85 0.0804
H -2.01 0.68 0.60 0.0919
H 0.83 -0.98 1.86 0.0924
H 0.41 -2.02 0.40 0.0932
H 1.44 1.24 -1.21 0.0983
```

spin multiplicity	1
SMILES	C=C=COC
HOMO energy	-8.72	eV
ΔE to the lowest compared entry with this formula, charge and spin	103.9	kcal per mole



- Which of these has the highest spin multiplicity?
  C17H18AuBN8S2



- spin multiplicity of number 1 (C17H18AuBN8S2)?
  3



- Look up the spin multiplicity of the second one.
  1



- spin multiplicity of number 1 (C17H18AuBN8S2)?
  3